# C55H104N5O18

A 13-piece molecular cluster, C55H104N5O18 overall in a non-equilibrium geometry (wB97M-V/def2-TZVPD, OMol25).

Geometry (Å):
C1 -9.26938 -17.33315 -15.39642
C2 -10.27781 -18.47009 -15.49641
C3 -10.99650 -18.40089 -16.82472
N1 -12.32088 -19.07395 -16.89988
C4 -13.36937 -18.37866 -16.08025
C5 -13.70884 -17.00003 -16.62678
C6 -14.13655 -17.12601 -18.08447
C7 -13.09625 -17.80797 -18.94502
C8 -12.74945 -19.15909 -18.35247
C9 -12.25769 -20.47738 -16.40398
H1 -8.68301 -17.44759 -14.48637
H2 -9.73137 -16.34594 -15.39943
H3 -8.60808 -17.38862 -16.26592
H4 -11.00209 -18.46191 -14.67928
H5 -9.72481 -19.40588 -15.38266
H6 -10.35697 -18.78336 -17.62041
H7 -11.23891 -17.37474 -17.09784
H8 -12.97568 -18.38694 -15.06993
H9 -14.24043 -19.01805 -16.22492
H10 -12.81561 -16.36799 -16.58975
H11 -14.48463 -16.49917 -16.05099
H12 -14.36886 -16.16651 -18.54985
H13 -15.09893 -17.65430 -18.09473
H14 -12.17047 -17.24308 -19.06950
H15 -13.56790 -17.99895 -19.91012
H16 -12.00752 -19.76247 -18.86670
H17 -13.69358 -19.70935 -18.27329
H18 -11.52384 -21.06784 -16.95588
H19 -13.25230 -20.90333 -16.42853
H20 -11.81735 -20.46896 -15.40826
O1 -12.15309 -23.14562 -14.70620
C10 -11.06181 -23.67094 -14.66364
O2 -10.27249 -23.60872 -13.59835
C11 -10.77889 -22.80974 -12.50476
C12 -10.61274 -21.32182 -12.73637
C13 -10.46280 -24.56372 -15.70557
H21 -10.14423 -23.10590 -11.66739
H22 -11.76652 -23.19026 -12.24672
H23 -11.51287 -20.73995 -12.54650
H24 -10.34723 -21.15434 -13.78158
H25 -9.81172 -20.90521 -12.12939
H26 -10.24459 -25.53757 -15.27019
H27 -9.49689 -24.12421 -15.97207
H28 -11.04661 -24.62842 -16.61502
O3 -15.17530 -17.12607 -23.41670
C14 -16.31907 -16.79175 -23.60438
O4 -17.17407 -16.37842 -22.65925
C15 -16.67287 -16.25041 -21.32214
C16 -17.88232 -16.21947 -20.41318
C17 -17.03375 -16.98617 -24.93385
H29 -16.09183 -15.32522 -21.24767
H30 -15.97674 -17.06931 -21.14988
H31 -18.67557 -15.64702 -20.89049
H32 -17.64387 -15.78710 -19.44414
H33 -18.25248 -17.23036 -20.24154
H34 -16.23641 -17.13334 -25.65934
H35 -17.53333 -16.05212 -25.18602
H36 -17.66684 -17.86382 -24.88357
O5 -8.75136 -21.75743 -16.66179
C18 -7.59044 -21.41772 -16.66092
O6 -6.66921 -21.94292 -15.85905
C19 -7.01539 -23.03592 -14.99570
C20 -6.68045 -24.35193 -15.67427
C21 -7.01425 -20.39123 -17.61136
H37 -8.08494 -22.98350 -14.79223
H38 -6.46553 -22.96713 -14.06073
H39 -5.67424 -24.36973 -16.09242
H40 -7.36131 -24.56888 -16.50684
H41 -6.81324 -25.21722 -15.02207
H42 -6.04198 -20.06671 -17.25462
H43 -7.69574 -19.54516 -17.62192
H44 -6.99654 -20.90149 -18.57113
O7 -9.89226 -17.76124 -20.25088
C22 -9.59126 -17.28804 -21.32495
O8 -8.73402 -17.86370 -22.17275
C23 -7.87954 -18.89340 -21.70563
C24 -8.40036 -20.28743 -22.00800
C25 -10.35019 -16.19336 -21.98617
H45 -7.67981 -18.78530 -20.63929
H46 -6.91832 -18.73113 -22.19329
H47 -9.01580 -20.67789 -21.19758
H48 -7.57918 -20.97596 -22.20613
H49 -8.99372 -20.26833 -22.92412
H50 -10.53260 -15.36700 -21.30578
H51 -11.35302 -16.59613 -22.18488
H52 -10.02341 -15.85788 -22.96461
O9 -17.40435 -17.84292 -16.99775
C26 -17.73136 -18.20628 -15.88729
O10 -18.95582 -18.57794 -15.53337
C27 -20.00817 -18.55293 -16.51628
C28 -20.87682 -17.32090 -16.35693
C29 -16.77518 -18.28123 -14.72625
H53 -20.60047 -19.45476 -16.37337
H54 -19.52763 -18.60501 -17.49475
H55 -21.67945 -17.38125 -17.09378
H56 -20.30991 -16.40617 -16.51350
H57 -21.35216 -17.33614 -15.37614
H58 -17.26242 -18.00539 -13.79236
H59 -15.87628 -17.70590 -14.89701
H60 -16.54596 -19.34086 -14.58482
O11 -14.48111 -20.24373 -25.76260
C30 -13.32759 -20.54115 -25.92757
O12 -12.40231 -20.48543 -24.95608
C31 -12.85945 -20.43125 -23.59578
C32 -12.40885 -19.11406 -22.97379
C33 -12.75008 -20.91963 -27.25046
H61 -12.42742 -21.28282 -23.08064
H62 -13.94018 -20.38445 -23.52480
H63 -11.32720 -18.99950 -22.83238
H64 -12.79509 -19.10544 -21.94746
H65 -12.74907 -18.25698 -23.54891
H66 -13.46361 -21.55602 -27.77273
H67 -11.77268 -21.38094 -27.17446
H68 -12.72766 -20.02493 -27.87701
C34 -15.45971 -16.32899 -11.84070
C35 -14.02104 -16.48733 -12.30519
C36 -13.23582 -17.41781 -11.39663
C37 -11.87154 -17.63441 -11.88436
N2 -10.80078 -17.78635 -12.26201
H69 -15.52644 -16.03673 -10.79255
H70 -15.98538 -17.28115 -11.96083
H71 -16.01252 -15.61530 -12.45118
H72 -13.51632 -15.51836 -12.33263
H73 -13.98949 -16.82008 -13.34690
H74 -13.68036 -18.37770 -11.15110
H75 -13.11093 -16.90268 -10.43503
C38 -7.18626 -14.07596 -15.75159
C39 -6.57469 -15.04529 -16.78216
C40 -7.52244 -15.40026 -17.94792
C41 -7.60757 -14.33829 -18.95434
N3 -7.66210 -13.45356 -19.68958
H76 -6.81349 -14.40871 -14.78053
H77 -8.27234 -14.08916 -15.70611
H78 -6.81282 -13.06745 -15.91736
H79 -6.48714 -16.01390 -16.27593
H80 -5.57519 -14.76194 -17.09462
H81 -8.52109 -15.70273 -17.65051
H82 -6.99277 -16.20885 -18.46742
C42 -7.55802 -17.09613 -11.68513
C43 -6.43723 -17.40412 -10.68217
C44 -6.82789 -17.19237 -9.22668
C45 -6.94791 -15.77054 -8.91613
N4 -7.04422 -14.64245 -8.71408
H83 -8.22530 -17.96029 -11.67396
H84 -7.10405 -17.01967 -12.67021
H85 -8.15762 -16.24231 -11.38118
H86 -5.55886 -16.78045 -10.88608
H87 -6.01793 -18.40183 -10.83398
H88 -6.06897 -17.64660 -8.58972
H89 -7.79202 -17.64901 -8.99131
C46 -18.01865 -20.38991 -11.61386
C47 -16.77698 -20.31399 -10.73071
C48 -15.51780 -21.04336 -11.21199
C49 -14.90496 -20.39097 -12.36425
N5 -14.35978 -19.87147 -13.22846
H90 -18.71071 -19.60806 -11.29883
H91 -18.47068 -21.37817 -11.58928
H92 -17.79488 -20.09630 -12.64332
H93 -16.99554 -20.56884 -9.69415
H94 -16.49308 -19.25382 -10.68487
H95 -15.67451 -22.11431 -11.33155
H96 -14.77402 -20.94604 -10.41240
C50 -14.59783 -24.55259 -19.25901
C51 -13.85888 -23.43445 -18.47824
O13 -13.77871 -22.37575 -19.42508
C52 -14.37709 -22.73262 -20.59580
O14 -14.52857 -21.97630 -21.50393
O15 -14.67880 -24.04734 -20.58919
H97 -15.59101 -24.69691 -18.83446
H98 -14.08687 -25.51140 -19.25926
H99 -12.89306 -23.72106 -18.07052
H100 -14.48924 -23.11584 -17.64731
C53 -11.13268 -13.10400 -19.83695
C54 -11.22941 -12.04435 -18.71920
O16 -10.97583 -12.81716 -17.53592
C55 -11.05657 -14.12147 -17.80552
O17 -11.01157 -14.98348 -16.98464
O18 -11.17221 -14.34270 -19.13174
H101 -10.22362 -13.06261 -20.42960
H102 -12.02829 -12.92936 -20.43280
H103 -12.20355 -11.56294 -18.66389
H104 -10.47373 -11.26384 -18.75170

Values from the calculation:
total charge = +1
F_max = 1.93 eV Å⁻¹
Kohn-Sham gap = 9.73 eV
calculated total energy = -103023.7849 eV
LUMO = -1.529 eV
2S+1 = 1
highest occupied orbital energy = -0.414 Ha

These are the Mulliken partial charges, in e, on atoms 1 to 4: -0.3087, 0.7090, 0.3894, 1.0684